63
Properties=species:S:1:pos:R:3 method="wB97M-V/def2-TZVPD" lumo_ev=-2.79 charge=0 e_homo_ev=-6.82 gap_ev=4.04 relative_energy_ev=0.000 energy_ev=-48661.505
C 0.231 -4.231 3.705
N -1.172 -4.189 3.347
C -1.414 -3.974 2.080
C -2.959 -4.058 1.793
F -3.514 -5.213 2.257
F -3.605 -3.011 2.390
F -3.206 -3.987 0.461
O -0.638 -3.711 1.144
H 0.243 -4.353 4.793
H 0.761 -5.089 3.253
H 0.787 -3.313 3.441
C 0.227 4.404 -2.259
N -0.125 3.306 -1.391
C -1.260 3.341 -0.632
O -2.060 4.272 -0.591
C -1.329 2.022 0.139
C -2.560 1.200 -0.240
C -3.862 1.906 0.080
C -4.752 2.240 -0.944
C -5.925 2.942 -0.658
C -6.221 3.298 0.665
C -5.338 2.948 1.693
C -4.163 2.246 1.400
N -0.061 1.379 -0.224
C 0.306 0.193 0.296
C 1.498 -0.455 -0.016
C 1.910 -1.685 0.463
C 3.168 -2.302 0.109
C 4.076 -1.681 -0.791
C 5.287 -2.296 -1.148
N 6.149 -1.633 -2.069
O 7.228 -2.189 -2.377
O 5.794 -0.523 -2.533
C 5.652 -3.544 -0.622
C 4.780 -4.170 0.271
C 3.568 -3.572 0.631
C 0.741 2.152 -1.193
C 0.912 1.407 -2.526
C 2.083 2.614 -0.602
H -0.589 5.129 -2.228
H 1.156 4.883 -1.927
H 0.368 4.051 -3.288
H -1.351 2.237 1.222
H -2.512 0.992 -1.320
H -2.511 0.234 0.290
H -4.491 1.972 -1.970
H -6.603 3.211 -1.470
H -7.137 3.845 0.892
H -5.555 3.217 2.727
H -3.456 1.974 2.186
H -0.414 -0.247 0.999
H 2.165 0.044 -0.716
H 1.227 -2.236 1.115
H 3.860 -0.716 -1.241
H 6.598 -3.976 -0.930
H 5.064 -5.138 0.680
H 2.885 -4.069 1.324
H -0.080 1.192 -2.947
H 1.475 2.038 -3.224
H 1.443 0.461 -2.402
H 1.885 3.220 0.292
H 2.718 1.775 -0.312
H 2.618 3.219 -1.345



12
Properties=species:S:1:pos:R:3 method="wB97M-V/def2-TZVPD" lumo_ev=-1.27 charge=0 e_homo_ev=-9.97 gap_ev=8.70 relative_energy_ev=1.573 energy_ev=-8801.846
C -0.243 -1.736 -0.461
C 0.074 -0.242 -0.123
C 0.039 0.946 -0.849
C 0.157 2.028 0.182
N 0.338 1.624 1.394
C 0.347 0.143 1.299
O 0.559 -0.517 2.320
H -1.153 -2.142 0.133
H -0.428 -1.886 -1.549
H 0.611 -2.356 -0.309
H -0.132 1.088 -1.965
H -0.168 3.049 -0.074



89
Properties=species:S:1:pos:R:3 method="wB97M-V/def2-TZVPD" lumo_ev=-0.92 charge=0 e_homo_ev=-9.01 gap_ev=8.09 energy_ev=-48781.793
H 2.395 3.450 3.334
N 2.287 2.442 3.313
C 3.176 1.904 2.588
N 3.356 0.525 2.587
N 4.122 2.576 1.814
C 3.639 3.567 0.859
C 2.868 2.956 -0.295
C 2.308 4.004 -1.258
C 0.799 4.257 -1.204
C -0.090 3.040 -1.116
C -0.566 2.645 0.182
C -1.440 1.538 0.359
C -1.850 0.797 -0.762
C -1.395 1.180 -2.054
C -0.505 2.278 -2.257
C -0.032 2.530 -3.666
C 1.278 1.799 -4.002
C 1.160 0.270 -3.960
C 2.343 -0.423 -3.272
C 1.980 -1.155 -1.987
C 1.023 -2.326 -2.139
C 0.518 -2.887 -0.800
C 1.160 -4.207 -0.383
C 2.548 -4.077 0.238
O 2.495 -4.448 1.606
C 3.518 -3.881 2.390
C -2.746 -0.359 -0.601
O -2.985 -1.112 -1.503
C -3.374 -0.565 0.699
B -4.503 -1.658 0.863
O -4.116 -2.929 1.158
O -5.835 -1.395 0.775
C -6.339 -0.205 0.178
C -6.225 -0.208 -1.337
C -2.971 0.129 1.774
N -3.546 -0.125 3.043
C -2.707 -0.941 3.967
C -1.837 -1.982 3.293
C -0.437 -1.516 2.907
C -1.929 1.173 1.690
O -1.554 1.710 2.669
H 3.410 0.142 1.653
H 2.606 0.089 3.106
H 4.767 1.926 1.389
H 4.500 4.105 0.473
H 3.029 4.293 1.383
H 3.553 2.304 -0.833
H 2.085 2.315 0.101
H 2.600 3.758 -2.268
H 2.792 4.952 -1.037
H 0.539 4.821 -2.095
H 0.563 4.898 -0.363
H -0.275 3.206 1.056
H -1.755 0.604 -2.889
H -0.806 2.157 -4.329
H 0.068 3.588 -3.880
H 1.616 2.128 -4.979
H 2.039 2.091 -3.290
H 0.255 -0.002 -3.444
H 1.072 -0.109 -4.972
H 2.827 -1.120 -3.949
H 3.098 0.315 -3.013
H 1.553 -0.441 -1.282
H 2.902 -1.521 -1.542
H 1.535 -3.115 -2.682
H 0.172 -2.013 -2.734
H -0.556 -3.024 -0.850
H 0.709 -2.155 -0.019
H 1.215 -4.872 -1.238
H 0.533 -4.688 0.358
H 3.266 -4.719 -0.269
H 2.903 -3.051 0.159
H 3.275 -2.861 2.668
H 3.620 -4.477 3.287
H 4.475 -3.883 1.873
H -4.892 -3.489 1.275
H -7.380 -0.149 0.468
H -5.849 0.661 0.613
H -5.512 0.526 -1.694
H -5.895 -1.176 -1.687
H -7.180 0.021 -1.790
H -3.675 0.780 3.480
H -3.391 -1.457 4.632
H -2.092 -0.297 4.585
H -2.341 -2.403 2.432
H -1.740 -2.795 4.005
H -0.130 -0.675 3.519
H -0.369 -1.239 1.859
H 0.273 -2.318 3.062



14
Properties=species:S:1:pos:R:3 method="wB97M-V/def2-TZVPD" lumo_ev=0.40 charge=0 e_homo_ev=-8.81 gap_ev=9.22 relative_energy_ev=4.127 energy_ev=-8369.155
C 1.410 0.430 -0.866
C 0.244 -0.278 -0.246
C -0.043 0.257 1.188
O -1.021 -0.439 1.895
C -1.952 -0.237 -0.656
O -0.847 -0.089 -1.298
H 1.571 0.037 -1.869
H 2.301 0.292 -0.254
H 1.189 1.502 -0.934
H 0.316 -1.364 -0.181
H 0.903 0.122 1.738
H -0.226 1.350 1.165
H -1.702 -0.589 1.197
H -2.784 0.178 -1.238



119
Properties=species:S:1:pos:R:3 method="wB97M-V/def2-TZVPD" lumo_ev=-3.87 charge=+1 e_homo_ev=-8.77 gap_ev=4.90 relative_energy_ev=10.913 energy_ev=-346382.756
C 13.855 -2.380 0.436
C 12.528 -1.763 1.122
C 12.205 -2.334 2.606
C 11.691 -0.757 0.482
C 10.568 -1.094 -0.621
C 9.139 -0.416 -0.304
C 8.814 0.898 -1.181
C 10.177 1.717 -1.409
C 7.759 1.901 -0.438
C 6.251 1.747 -0.972
N 5.301 1.141 0.012
C 5.689 0.157 0.831
C 4.487 -0.385 1.786
C 3.704 1.041 1.864
C 3.849 1.381 0.278
C 3.123 2.692 -0.283
C 1.572 2.299 -0.626
O 0.617 3.189 -0.013
C -0.071 2.581 1.105
C -1.507 1.932 0.702
O -2.567 2.322 1.611
C -3.841 1.817 1.157
C -5.173 2.572 1.491
C -6.578 2.074 0.995
C -6.698 0.785 0.151
C -8.101 0.185 -0.425
C -9.177 1.365 -0.312
C -7.778 -0.149 -1.994
C -8.410 -1.117 0.458
C -9.905 -1.692 0.376
C -10.511 -1.831 -1.102
C -10.979 -0.932 1.309
C -9.827 -3.220 0.969
C -5.387 0.000 -0.163
C -3.998 0.495 0.330
H 14.321 -1.690 -0.342
H 14.632 -2.500 1.281
H 13.675 -3.454 0.041
H 11.097 -2.281 2.861
H 12.674 -3.367 2.734
H 12.753 -1.630 3.335
H 11.835 0.321 0.828
H 10.935 -0.909 -1.692
H 10.395 -2.235 -0.548
H 9.059 -0.219 0.823
H 8.344 -1.207 -0.562
H 8.371 0.578 -2.196
H 10.832 1.720 -0.459
H 10.014 2.794 -1.756
H 10.788 1.177 -2.220
H 7.882 1.813 0.693
H 8.096 2.971 -0.715
H 6.272 1.060 -1.889
H 5.874 2.786 -1.292
H 6.704 -0.341 0.958
H 3.734 -1.044 1.195
H 4.919 -0.817 2.752
H 2.664 1.075 2.323
H 4.513 1.733 2.298
H 3.352 0.492 -0.259
H 3.608 3.085 -1.258
H 3.116 3.582 0.435
H 1.473 2.437 -1.770
H 1.328 1.215 -0.357
H -0.296 3.408 1.858
H 0.593 1.794 1.636
H -1.361 0.789 0.833
H -1.731 2.130 -0.402
H -5.037 3.543 2.096
H -7.481 2.708 1.263
H -9.528 1.458 0.787
H -10.120 1.124 -0.936
H -8.760 2.407 -0.577
H -7.139 0.717 -2.371
H -8.805 -0.092 -2.524
H -7.290 -1.179 -2.107
H -7.695 -1.962 0.177
H -8.191 -0.864 1.564
H -10.909 -0.864 -1.556
H -9.652 -2.207 -1.782
H -11.311 -2.665 -1.145
H -10.644 -0.779 2.388
H -11.918 -1.611 1.336
H -11.335 0.037 0.794
H -10.258 -3.980 0.222
H -8.744 -3.534 1.190
H -10.475 -3.290 1.919
H -5.502 -0.952 -0.797
H -3.074 -0.133 0.077
C -10.409 0.850 -5.413
Cl -11.750 1.142 -6.540
Cl -9.759 -0.781 -5.679
Cl -9.129 2.051 -5.690
Cl -10.998 0.987 -3.743
C -0.462 5.189 4.942
Cl -1.511 4.067 4.049
Cl -1.233 5.623 6.482
Cl 1.103 4.408 5.262
Cl -0.204 6.656 3.974
C -13.025 2.357 2.635
Cl -13.694 2.548 1.000
Cl -13.317 0.700 3.205
Cl -11.276 2.672 2.599
Cl -13.811 3.509 3.735
C 12.604 -6.504 1.507
Cl 14.236 -5.903 1.871
Cl 11.529 -6.171 2.882
Cl 11.981 -5.686 0.056
Cl 12.670 -8.255 1.217
C -6.063 -3.076 -5.964
Cl -6.961 -1.936 -6.986
Cl -5.870 -2.384 -4.339
Cl -6.959 -4.606 -5.852
Cl -4.463 -3.377 -6.675
C 3.869 -2.691 -1.590
Cl 5.201 -1.554 -1.883
Cl 4.443 -4.019 -0.561
Cl 2.541 -1.839 -0.774
Cl 3.293 -3.345 -3.135



14
Properties=species:S:1:pos:R:3 method="wB97M-V/def2-TZVPD" lumo_ev=0.80 charge=0 e_homo_ev=-9.21 gap_ev=10.01 relative_energy_ev=1.449 energy_ev=-18633.101
O -0.011 -1.015 1.879
C -0.011 -0.758 0.707
C -0.666 -1.735 -0.272
S -0.997 -1.193 -1.969
N 0.683 0.296 0.123
C -0.002 1.512 -0.304
C 0.869 1.506 0.910
H -1.637 -1.968 0.142
H -0.050 -2.682 -0.283
H 0.247 -0.971 -2.288
H 0.374 1.978 -1.233
H -1.039 1.582 -0.101
H 0.408 1.514 1.847
H 1.832 1.935 0.842



7
Properties=species:S:1:pos:R:3 method="wB97M-V/def2-TZVPD" lumo_ev=-0.44 charge=0 e_homo_ev=-9.38 gap_ev=8.94 relative_energy_ev=3.869 energy_ev=-15670.651
C -0.086 0.840 -0.337
C 0.037 -0.588 0.264
F -0.050 -0.849 1.595
S -1.478 -0.352 -0.497
H -0.289 1.650 0.420
H 0.418 1.057 -1.151
H 1.447 -1.759 -0.294